1.
Here is an isolated molecule of C13H18N4O2 from the Open Molecules 2025 dataset. Energies are from ωB97M-V/def2-TZVPD.

Structure (XYZ):
```
37
Properties=species:S:1:pos:R:3:forces:R:3
C -0.943 1.814 -1.098 -0.023 0.164 0.004
N -0.147 0.362 0.720 0.005 -0.073 0.100
O -4.941 -0.217 -0.558 -0.317 0.298 -0.111
C -1.270 0.684 1.585 -0.138 -0.071 0.291
N 1.284 -1.220 -0.248 -0.110 -0.369 -0.319
H -2.954 0.232 -2.205 0.023 -0.195 0.102
C 2.549 -0.628 -0.160 0.404 0.221 0.117
C 2.903 0.234 0.876 -0.061 -0.110 -0.002
H -0.894 1.266 2.435 -0.063 -0.034 -0.007
N -2.228 1.339 -0.624 -0.112 -0.068 0.040
H 6.089 0.912 -0.027 0.087 0.041 0.000
H -1.683 -0.252 1.960 0.057 0.180 -0.023
H 1.290 -2.172 -0.592 -0.124 0.149 0.148
H -3.335 1.222 1.126 0.036 0.094 0.104
O -0.591 -1.865 0.816 -0.003 -0.293 0.052
H -4.153 -2.064 0.913 -0.052 0.090 -0.060
H -1.000 2.903 -1.201 0.130 -0.029 -0.078
H 3.230 -1.630 -1.926 -0.049 -0.042 -0.109
H 1.120 1.218 -0.714 -0.059 0.128 0.098
H 4.434 1.449 1.724 0.018 0.057 0.069
C -2.620 0.047 -1.178 -0.059 0.062 -0.213
C -3.793 -0.581 -0.423 0.286 -0.088 -0.204
C 5.102 0.480 -0.063 0.119 0.055 0.000
C 3.495 -0.946 -1.133 -0.151 0.018 0.063
C 4.760 -0.393 -1.083 0.047 -0.011 0.043
N -3.434 -1.593 0.389 0.039 -0.446 0.354
C 4.170 0.784 0.915 0.046 0.004 -0.042
H 2.190 0.457 1.654 -0.060 0.034 0.052
C 0.137 -0.941 0.469 -0.005 0.021 -0.038
H -0.761 1.391 -2.086 0.014 0.031 0.001
H -1.795 -0.678 -1.206 -0.039 0.035 -0.015
C 0.230 1.463 -0.139 0.018 0.116 -0.331
H -2.467 -1.863 0.538 -0.010 0.092 -0.072
H 0.461 2.319 0.504 0.073 -0.036 -0.060
H 5.482 -0.647 -1.844 0.055 -0.025 -0.064
C -2.331 1.499 0.807 0.048 0.028 0.036
H -2.198 2.567 1.008 -0.069 -0.031 0.075
```
Forces are in eV/Å.

Output
- LUMO energy (eV) = 0.6159
- structure (SMILES) = NC(=O)CN1CCN(C(=O)Nc2ccccc2)CC1
- relative energy (zero: lowest compared OMol25 entry of this formula, charge and spin) (eV) = 0.528
- Kohn-Sham gap (eV) = 9.02

---

2.
Here is a cluster of 17 separate species, H34O17 in total at a distorted geometry from the Open Molecules 2025 dataset. Energies are from ωB97M-V/def2-TZVPD.

Structure (XYZ):
```
51
Properties=species:S:1:pos:R:3:forces:R:3
H 0.918 -2.007 -0.229 0.117 -0.219 -0.202
H 1.932 0.344 0.126 -0.265 0.035 0.619
H -2.507 -3.181 0.559 -0.168 0.109 -0.186
H 2.833 2.373 -4.860 0.358 0.192 1.320
O 2.036 2.882 -4.919 -1.282 0.022 -1.940
O 0.583 -2.645 0.414 -0.404 -0.179 -0.570
H 2.009 -0.854 2.750 -0.160 0.281 0.236
O 1.253 -2.812 3.818 0.179 -1.002 -0.044
H -0.248 3.011 -3.462 -0.553 0.414 -0.451
H 6.060 0.677 1.238 -0.291 0.530 -0.280
H -2.089 -1.599 4.062 0.360 -0.993 -0.835
H -0.877 0.537 2.313 0.536 0.051 0.282
H 1.500 3.338 -4.252 1.135 0.013 0.598
H -2.013 -0.785 -2.277 -0.016 0.270 0.028
O -4.747 2.863 0.142 -0.072 0.049 -0.143
O 0.130 0.817 -3.971 0.431 0.340 0.095
O 0.110 3.880 -3.210 0.286 -1.257 0.399
H -4.911 3.633 0.694 -0.017 -0.017 -0.006
O 3.327 -3.371 0.900 0.183 -0.207 0.803
O -3.392 2.780 -3.831 -0.663 -0.237 -0.767
H -2.483 2.570 -3.633 0.147 0.194 0.470
O -1.491 1.239 2.102 -0.802 0.020 -0.407
H 3.679 -0.037 -0.982 0.208 1.258 -0.671
H 0.942 0.589 -1.010 -0.011 0.011 -0.116
H -3.795 3.325 -3.153 0.451 -0.049 0.318
O -2.770 -3.814 1.229 0.181 -0.030 0.134
H -5.196 2.140 0.596 0.157 -0.004 0.132
H -1.145 2.082 2.398 0.330 -0.162 0.129
H -1.972 -1.319 5.562 0.056 -0.112 -0.082
H 0.567 0.124 -4.481 -0.411 -0.301 0.104
O 1.571 -0.745 1.900 0.785 0.152 -0.218
O -1.791 -1.492 -2.884 -0.048 -0.296 0.042
H -3.810 1.072 3.185 0.373 0.401 0.049
O 5.260 0.503 1.736 -0.124 -0.994 0.696
H 3.457 -4.319 0.857 0.013 -0.418 -0.813
H -0.360 -2.449 0.419 0.008 -0.049 0.192
O 4.252 -0.206 -1.755 -0.466 -1.090 1.233
O -2.326 -0.988 4.733 -0.425 1.115 0.862
H -4.536 2.478 3.281 0.531 -0.076 0.125
H 0.578 3.559 -2.423 0.101 0.721 0.281
H -2.520 -1.497 -3.513 0.042 0.010 -0.031
H 0.788 1.522 -4.091 0.032 -0.067 -0.224
H 3.307 -3.312 1.864 -0.006 0.710 -0.026
H -2.465 -4.659 0.883 -0.034 -0.060 0.011
O 1.879 0.626 -0.792 -0.296 0.069 0.035
H 0.574 -3.420 3.496 -0.462 0.522 -0.158
H 1.969 -3.458 3.863 0.372 0.316 0.395
H 1.849 -1.565 1.452 -0.611 0.215 0.183
O -4.644 1.542 3.112 -0.885 -0.337 -0.215
H 4.133 -1.159 -1.613 0.767 -0.302 -0.962
H 4.595 1.184 1.659 0.334 0.436 -0.426
```
Forces are in eV/Å.

Output
- LUMO energy (eV) = -0.3446
- relative energy (zero: lowest compared OMol25 entry of this formula, charge and spin) (eV) = 3.866
- Kohn-Sham gap (eV) = 10.42

---

3.
Here is a cluster of 3 separate species, C4H15N2O in total at a distorted geometry from the Open Molecules 2025 dataset. Energies are from ωB97M-V/def2-TZVPD.

Structure (XYZ):
```
22
Properties=species:S:1:pos:R:3:forces:R:3
H -1.409 -0.041 2.589 -0.068 0.752 -0.704
H 1.640 -0.772 0.746 -0.545 -0.627 -0.796
H 1.524 -2.130 -2.421 0.707 0.220 0.109
N 0.293 1.351 1.023 -0.919 -0.923 -1.235
C 0.519 -2.217 -2.074 -1.269 -1.216 0.871
H -1.916 -1.145 -0.688 1.256 0.042 0.395
H -1.423 -1.581 1.855 1.082 0.953 -0.722
O -0.232 4.205 -0.467 0.616 0.130 1.201
H -0.449 4.784 -1.199 0.039 0.245 -0.015
H 0.923 1.375 1.785 0.499 0.547 0.891
N 0.382 -2.003 -0.581 -0.224 2.951 -1.364
H 0.396 2.035 0.255 0.097 -0.562 0.809
H 0.153 -3.241 -2.254 0.366 0.226 0.083
C -0.801 -0.631 1.902 0.518 -2.120 2.068
H -0.155 -1.599 -2.660 0.253 0.452 0.090
C -0.240 0.042 0.692 0.293 3.619 0.186
H 0.141 4.769 0.256 -0.591 -0.531 -1.136
C 0.904 -0.695 -0.100 -0.538 -1.702 0.388
H -0.662 -2.015 -0.378 -0.284 -0.601 0.437
H -1.055 0.452 0.037 -0.402 -1.416 -1.201
H 0.078 -0.858 2.553 -0.500 -0.237 -0.351
H 1.386 -0.085 -0.871 -0.386 -0.202 -0.004
```
Forces are in eV/Å.

Output
- LUMO energy (eV) = -8.0530
- relative energy (zero: lowest compared OMol25 entry of this formula, charge and spin) (eV) = 7.608
- Kohn-Sham gap (eV) = 5.58
- charge = +1

---

4.
Here is an isolated molecule of C6H12O from the Open Molecules 2025 dataset. Energies are from ωB97M-V/def2-TZVPD.

Structure (XYZ):
```
19
Properties=species:S:1:pos:R:3:forces:R:3
C 1.910 -0.807 -0.536 0.009 0.013 -0.039
H 1.781 -1.038 -1.599 -0.044 0.091 0.137
H -0.036 1.050 -1.503 0.090 -0.018 0.157
H -2.512 -0.468 0.859 0.114 0.057 -0.090
H 2.744 -0.101 -0.431 -0.130 -0.089 -0.034
H -0.586 -1.901 0.740 -0.004 0.101 -0.082
C -1.198 1.221 0.319 -0.044 0.052 -0.002
H -1.834 2.047 -0.013 0.074 -0.133 -0.070
H -1.005 1.352 1.388 -0.084 0.069 -0.187
H -2.370 -0.157 -0.869 0.067 -0.049 0.136
C -0.596 -1.131 -0.037 0.023 -0.069 -0.005
C 0.650 -0.241 0.105 -0.078 -0.079 -0.234
H -0.581 -1.638 -1.009 0.009 0.078 0.172
H 0.846 1.931 -0.244 -0.102 -0.106 0.063
C -1.811 -0.171 0.074 -0.087 -0.022 -0.006
H 2.185 -1.725 -0.006 -0.029 0.111 -0.138
H 1.356 0.718 1.648 0.006 -0.202 0.091
O 0.888 -0.117 1.514 0.146 0.161 0.134
C 0.139 1.109 -0.419 0.065 0.033 -0.001
```
Forces are in eV/Å.

Output
- LUMO energy (eV) = 0.9688
- structure (SMILES) = CC1(O)CCCC1
- relative energy (zero: lowest compared OMol25 entry of this formula, charge and spin) (eV) = 0.091
- Kohn-Sham gap (eV) = 11.14

---

5.
Here is an isolated molecule of C6H9ClO at a distorted geometry from the Open Molecules 2025 dataset. Energies are from ωB97M-V/def2-TZVPD.

Structure (XYZ):
```
17
Properties=species:S:1:pos:R:3:forces:R:3
H -0.040 3.010 -1.012 -0.223 1.354 0.690
H -0.817 1.931 0.654 -0.726 -3.918 -0.756
Cl -1.659 -0.312 1.458 -0.371 0.336 -0.351
C 1.911 -1.425 -0.646 3.760 -1.205 1.295
H 1.930 -2.633 -0.496 0.620 3.161 -0.160
O 0.992 1.361 -0.896 -0.756 -1.186 1.274
C 0.510 -1.086 -0.626 -2.958 -4.668 -0.828
C 0.762 2.715 -0.349 3.683 -0.029 0.420
H 0.041 -3.310 -0.560 1.730 -1.986 0.190
C -0.246 -2.332 -0.621 -2.033 7.651 -1.168
H -1.328 -2.265 -0.863 0.535 0.123 0.647
H 2.477 -1.258 -1.674 -1.009 0.214 2.350
H 2.374 -0.851 0.336 -0.203 -1.508 -2.740
H 1.804 3.166 -0.539 -1.807 -0.242 -0.716
H 0.813 3.005 0.828 -1.187 -1.534 -2.466
C 0.068 0.340 -0.479 3.380 -0.557 -1.452
C -0.835 0.726 0.341 -2.435 3.994 3.770
```
Forces are in eV/Å.

Output
- LUMO energy (eV) = 0.6085
- structure (SMILES) = C=C(C)/C(=C\Cl)OC
- relative energy (zero: lowest compared OMol25 entry of this formula, charge and spin) (eV) = 5.051
- Kohn-Sham gap (eV) = 9.05